# 1
127
Properties=species:S:1:pos:R:3:forces:R:3 method="wB97M-V/def2-TZVPD" total_charge=+1
O -1.91008 -1.68364 4.93247 -0.2 0.1 -0.1
H 1.01767 6.47971 0.09709 0.0 0.1 -0.2
C 0.97238 0.92342 0.11845 -1.3 -0.1 -0.5
H 1.81153 -0.06954 -2.63915 0.1 0.1 -0.1
H 1.31881 -5.21968 -3.01912 -0.1 -0.2 0.0
C -0.74364 -0.79120 0.88103 -0.4 -1.0 -0.1
C 2.07624 -1.34964 1.98792 -0.9 -0.5 0.6
C 2.00278 -5.19519 -3.86122 0.3 0.0 -0.1
H 1.66997 -3.46964 0.91530 -0.2 0.0 0.4
H 1.67983 5.56351 1.41587 0.3 -0.1 0.0
H -1.84332 -0.45822 -1.86371 -0.1 0.0 -0.2
F 3.90615 -0.18648 1.09667 -0.2 0.6 -0.1
O 0.51886 -2.62560 -4.10393 -0.1 0.4 0.7
C -0.88902 0.01788 -2.05388 0.3 -0.7 -0.6
H -5.67558 -2.83771 6.12898 0.0 0.0 -0.1
H 3.81956 -0.38724 -2.06471 -0.2 -0.2 -0.2
H -2.96617 -2.56493 7.21731 0.1 0.0 0.0
H 4.15482 -3.35394 0.97179 -0.2 -0.2 0.0
H 1.17073 -1.66317 2.48374 -0.7 -0.5 -0.2
H -4.89476 7.96376 -1.57627 0.0 0.1 0.0
H 4.98426 -3.36784 2.49528 0.1 -0.2 0.2
C 1.40863 -1.04836 -2.45935 -0.1 0.4 -0.3
C 0.21466 -0.91747 -1.50712 -0.1 -0.6 -0.4
H -5.39488 -1.17518 6.67483 0.0 0.0 -0.1
H -1.98025 -2.61413 0.57841 -0.1 -0.2 0.0
C -2.98622 0.21854 1.58710 -0.1 -0.2 -0.2
H -2.51581 -0.05086 2.52908 0.2 0.2 0.2
N -2.17331 1.46693 -3.34551 0.5 -0.1 0.4
C -2.96944 8.77541 -1.00073 -0.2 0.3 -0.1
C -3.46502 1.67046 1.57578 -0.2 -0.4 0.4
H 2.13503 -0.33326 2.35752 0.5 0.2 -0.1
H 4.84785 1.75425 -0.24872 0.1 0.1 0.3
C -3.14934 6.85906 0.17115 -0.1 0.0 0.0
H 3.93613 -1.62976 -0.21712 -0.1 -0.3 -0.1
C 3.16877 -2.26103 2.64082 0.2 0.2 0.1
N -1.50720 -0.43673 -4.48184 0.7 0.0 0.1
H 0.10679 -4.14640 -0.51308 -0.3 0.0 0.2
H 0.99598 3.38306 1.98800 0.0 0.1 0.2
C 4.94582 0.93762 -0.94861 -0.2 -0.2 -0.4
H 1.84976 1.01617 0.74123 0.3 -0.1 0.0
C -2.05645 -0.13744 0.39988 -0.8 0.7 0.7
H 3.93313 -6.16702 -3.92932 0.0 0.0 -0.1
C -3.58442 -2.31495 6.35330 -0.3 0.2 0.0
H 0.70297 1.58797 -3.23556 0.0 0.1 0.0
H 5.23980 1.33095 -1.91641 0.1 0.3 -0.1
C 2.53624 -7.44473 -4.95210 0.1 -0.1 0.0
H -3.87082 -0.40845 1.52852 -0.2 -0.2 0.1
H -0.77419 2.27436 -0.06167 -0.1 -0.2 -0.3
H -0.97268 6.72596 1.50969 0.1 0.1 0.2
H 0.15197 4.51647 -0.69328 -0.4 -0.1 -0.2
H 5.73592 0.25673 -0.65881 0.2 -0.1 0.3
H -0.49525 1.72632 1.55884 -0.1 -0.3 0.1
H -3.87284 10.51608 -0.07941 -0.1 -0.1 0.0
C 0.00829 1.98884 0.63488 0.3 0.8 0.6
C -3.45883 10.21291 -1.03857 0.2 0.1 0.0
H 2.61533 -4.29585 -3.79130 0.0 0.0 0.1
O -3.34076 -3.33722 5.35546 0.1 0.0 0.1
H -3.73986 1.96483 2.58303 0.0 0.2 0.2
H -3.73337 -0.72648 4.88810 -0.1 0.0 0.1
C 0.55869 -0.59493 -0.01648 0.5 1.2 0.7
C 1.22351 -1.70661 -3.80271 0.0 -0.1 -1.0
C -1.02309 0.51609 -3.49214 -1.4 1.3 -0.5
H -4.37919 1.74691 1.00008 0.0 0.2 -0.4
H 2.70277 -3.20751 -0.39474 0.2 0.1 -0.2
C 0.66870 -3.32582 -0.94041 -0.1 -0.3 0.3
C 3.62463 0.19892 -1.17222 0.7 -0.1 -0.2
C -1.29772 -2.18814 1.31501 0.8 0.1 -0.2
H 2.89250 0.94791 -1.43855 -0.1 -0.1 0.2
H -1.23349 -2.35018 -0.97123 0.4 0.1 0.7
C 2.87612 -6.43866 -3.87992 -0.2 0.2 0.0
H 1.45618 -7.58142 -5.05337 0.0 0.1 0.0
C 0.07700 4.53311 0.39200 0.8 0.0 0.5
H 2.96890 -7.21467 -5.92219 0.1 -0.2 0.0
H -2.64499 10.89184 -1.28462 0.0 0.0 0.1
O -2.99512 6.06078 1.04343 -0.1 -0.1 -0.1
O 3.08662 -8.64603 -4.39965 -0.1 0.1 0.1
H -0.84994 -0.46881 -5.25034 0.0 -0.2 0.0
H 3.37031 -3.75889 4.10893 0.1 -0.4 0.1
N -0.04480 6.56987 1.89156 0.1 -0.2 -0.2
H -0.92921 0.91439 -1.46122 0.4 0.1 0.0
H -0.19121 5.96181 2.69009 -0.1 0.1 0.2
H 2.39878 -4.30560 2.73721 -0.2 -0.2 0.0
H -0.95474 4.51719 0.72377 -0.4 0.1 -0.2
H -2.72577 2.36021 1.19140 0.1 0.2 0.0
C 2.61249 -3.46540 3.39050 0.3 0.2 -0.1
H 1.42269 -5.10013 -4.77841 -0.1 -0.1 0.0
H 3.58182 -1.65775 3.44452 0.1 0.4 0.0
H -1.89499 -2.04127 2.19987 -0.2 0.1 0.1
H 5.02967 -1.94444 1.52496 0.1 0.1 0.0
C 3.29459 -0.77836 -0.01681 0.3 0.7 -0.5
I 2.58152 -0.97816 -5.33369 -0.1 -0.2 0.4
C -3.03136 -1.11089 5.63274 0.1 0.0 0.0
H 1.74964 3.22414 0.42197 0.3 0.1 0.1
H -2.42024 1.80962 -4.26628 -0.2 -0.1 -0.1
C 0.78594 3.29349 0.92576 0.0 -0.4 -0.6
H -0.12751 2.02054 -4.54527 -0.1 0.0 -0.2
H -1.86626 2.26827 -2.79970 -0.1 0.1 0.0
C 3.01504 -8.53285 -3.04660 0.0 0.0 0.0
H -1.62022 -1.36537 -4.10887 -0.1 -0.1 -0.1
C 1.88426 -1.36308 0.44947 -0.2 -0.5 0.2
H -2.62624 -0.81868 -0.23129 0.1 -0.2 -0.1
C 1.76994 -2.85923 0.03266 -0.3 0.0 -0.3
C -3.83071 7.78858 -1.74902 0.1 -0.1 0.0
H -2.72058 -0.30707 6.29428 0.2 0.0 -0.1
H 1.20628 1.25082 -0.89020 0.4 0.2 0.0
H -0.58060 -2.93945 1.60138 0.4 -0.2 0.0
N -0.32970 -2.32817 -1.44484 -0.5 -0.3 -0.6
N 0.15292 1.21721 -4.00082 0.5 -0.5 0.4
H 2.22231 -1.64147 -2.05430 0.1 -0.1 0.3
H -1.93162 8.71241 -1.33478 0.0 -0.1 0.0
H -3.63262 7.75613 -2.81678 0.1 -0.2 0.0
C -2.23594 -2.97803 4.67401 0.1 -0.1 0.0
O 3.19383 -9.41257 -2.27730 0.0 0.0 0.0
O 2.70286 -7.24748 -2.70214 0.1 0.0 0.0
O -1.62148 -3.68169 3.93512 0.0 0.0 0.1
H -0.58646 -2.64380 -2.38672 0.4 0.2 -0.2
H 1.12155 -3.75107 -1.81865 0.1 0.1 -0.4
H -0.53101 -0.31503 1.82601 0.4 0.2 0.2
C -5.04622 -2.20556 6.75178 0.0 -0.1 0.2
C 4.37712 -2.74837 1.84524 0.5 0.2 0.0
O -3.01808 8.19249 0.32338 0.2 -0.1 -0.1
H -1.98089 0.77328 -0.17174 0.1 -0.1 0.3
H 1.75051 -3.19196 3.96274 -0.8 0.0 0.3
H -4.21940 10.34492 -1.80870 -0.1 0.0 0.1
C 0.75101 5.81655 0.91443 -0.4 0.2 0.3
O -3.47492 6.54998 -1.10668 -0.1 0.1 0.0
H -5.18749 -2.50511 7.78799 0.0 -0.1 0.0



# 2
Formula: C5H8O2
Source: OMol25
Level of theory: ωB97M-V/def2-TZVPD

Structure (XYZ):
```
15
Properties=species:S:1:pos:R:3:forces:R:3
H -0.91003 -2.09331 -0.08682 0.1 0.1 -0.2
H -1.56410 -0.12489 1.14929 0.1 0.0 -0.2
C 0.43465 0.57143 0.66115 -0.1 0.1 -0.1
H -2.14017 1.63791 -0.05088 0.1 -0.1 -0.1
H 0.83047 0.85027 -1.47611 0.0 0.0 0.1
C 1.23607 0.30717 -0.60485 0.1 -0.2 0.1
C -0.58247 -1.15765 -0.54761 0.1 -0.1 0.0
H -1.03344 -1.13168 -1.55361 0.0 0.0 0.1
H 2.30361 0.55075 -0.53781 -0.2 -0.2 0.0
H 1.81417 -0.53189 1.54265 -0.2 0.1 0.1
O -1.64621 1.01180 -0.59401 -0.1 0.2 0.1
C 0.88570 -1.14017 -0.86526 -0.3 0.3 -0.3
C -0.96974 0.10031 0.25565 0.2 -0.3 0.2
H 0.48566 1.57404 1.10552 -0.1 -0.1 -0.2
O 0.85583 -0.42409 1.60269 0.2 0.1 0.3
```
Forces are in eV/Å.



# 3
18
Properties=species:S:1:pos:R:3:forces:R:3 method="wB97M-V/def2-TZVPD" smiles="CC1=C([N+](=O)[O-])CC[NH2+]1" total_charge=+1
H 0.35651 1.36544 2.48137 1.4 -0.5 0.1
O -3.08959 -0.35584 -0.80144 -2.0 0.6 1.1
H 0.33831 -1.08456 -2.21911 -0.4 -0.3 -1.5
C -0.93805 0.02661 -0.23569 8.6 -0.1 -0.3
C 1.19671 -0.96692 -1.62458 1.8 1.6 1.7
H 1.68586 1.43250 0.35025 -1.3 -2.0 0.8
N -1.96206 -0.48577 -1.13885 1.0 0.6 1.1
H 1.47204 -1.91181 -1.17377 0.6 -0.5 -0.4
H -1.95724 0.41703 1.52219 0.2 0.7 0.6
H -1.22757 1.82049 0.74104 -0.2 3.3 -0.1
H 2.04523 -0.35130 -2.00912 -0.4 -1.1 -0.4
O -1.60468 -1.02387 -2.13694 0.8 -0.9 -1.8
H 0.44573 -0.53887 2.26845 -1.0 1.7 -0.4
H 2.07706 0.02604 0.97795 3.1 -2.2 0.8
C -1.07318 0.87199 1.06134 0.5 -6.6 -0.6
C 0.63643 -0.18375 -0.52670 -9.2 0.9 2.2
C 0.31274 0.50029 1.80887 -2.6 0.4 -0.9
N 1.28573 0.44230 0.65472 -1.1 4.4 -2.0



# 4
41
Properties=species:S:1:pos:R:3:forces:R:3 method="wB97M-V/def2-TZVPD" total_charge=+2
H -1.85662 0.99940 2.42036 0.1 -0.1 0.0
H -0.71887 4.24117 -1.15327 0.3 -1.8 -2.4
C 2.10486 -1.04718 -2.55196 -0.4 -0.2 0.3
H 1.96531 -1.64049 4.21367 -0.3 0.0 0.1
H 1.00727 -3.49371 0.18930 0.1 0.0 -0.3
H 2.41532 -0.36833 -3.34798 0.1 -0.2 0.1
H -2.52074 1.27512 -2.39911 0.3 -0.3 -0.4
H -0.38054 -2.28834 4.75624 -0.2 0.2 -0.1
S 0.64346 4.09592 -1.19924 -1.0 2.5 0.7
C -3.03073 -1.50820 -2.13055 -0.7 -2.0 0.9
H 2.68133 1.97437 -1.79331 -0.3 1.3 0.4
H -2.24950 -0.99181 3.87892 0.1 0.3 -0.2
H -1.23591 0.52555 0.13705 0.2 0.5 0.1
C -1.02445 0.41593 2.80740 -0.1 0.5 -0.1
C 0.94582 -1.41844 -0.39768 0.8 -0.6 -0.8
C 1.11038 -1.08547 3.83862 0.0 0.1 -0.1
H -2.86126 -1.40062 -3.22030 0.2 0.8 0.4
N 2.39065 -2.32988 -2.69549 0.1 0.4 -0.1
H -1.26357 -0.05529 -2.49073 0.0 0.4 -0.1
O 0.08627 2.95181 1.78558 -0.8 1.4 -1.0
O -2.88151 -0.42903 -1.27849 0.7 -0.1 -1.2
C 1.33455 0.00013 3.01411 1.0 -0.4 0.0
C 1.99301 -3.10333 -1.70239 0.2 -1.9 0.3
H 2.37292 0.24532 2.79400 -0.3 0.2 -0.2
O 0.45950 1.68685 -3.20137 0.9 -0.2 2.6
C -0.20121 -1.42473 4.12114 0.6 -0.5 0.5
La -1.47713 5.24228 0.27948 1.9 -1.0 2.0
H -1.78024 2.17418 -0.44981 0.0 -0.3 0.3
C 0.28822 0.73663 2.49293 0.8 0.4 -0.7
C 1.39929 -0.58220 -1.43606 -0.6 2.9 0.3
H 0.37489 -1.06035 0.45422 0.2 -0.1 0.0
Nb 0.96849 1.56181 -1.27413 0.5 -5.2 -2.4
O 1.59277 1.64254 0.68837 -1.4 0.7 -0.5
C -1.24416 -0.66851 3.62046 -0.9 -0.7 0.3
C 0.66054 1.87078 1.58641 -0.4 -0.7 1.3
C 1.28956 -2.75399 -0.55470 -0.5 0.8 0.4
O -3.34497 -2.58870 -1.71059 0.2 1.3 -0.2
H 2.25081 -4.16145 -1.79671 0.0 0.3 -0.1
C -1.20938 1.24129 -0.70109 -0.7 0.7 -0.4
C -1.94409 0.51544 -1.85792 -0.4 0.6 0.8
H 0.88966 1.00352 -3.73537 -0.2 0.2 -0.4



One value per record, in order, for E_HOMO: -10.7, -8.4, -14.0, -14.4 eV.